{
  "formula": "C23H27F6N7O3PS3Sc",
  "method": "ωB97M-V with the def2-TZVPD basis set",
  "total_charge": 1,
  "homo_energy_ev": [-11.12, -11.03],
  "multiplicity": 2,
  "orbital_gap_ha": [0.2613, 0.1355],
  "energy_ev": -119661.6246,
  "symbols": ["Sc", "C", "C", "C", "C", "C", "C", "H", "H", "H", "H", "H", "H", "H", "H", "H", "C", "N", "C", "C", "N", "C", "S", "H", "H", "H", "H", "H", "H", "H", "H", "F", "P", "F", "F", "F", "F", "F", "S", "C", "N", "C", "C", "C", "N", "H", "H", "H", "H", "O", "S", "O", "O", "C", "N", "C", "C", "C", "N", "C", "C", "C", "N", "C", "C", "H", "H", "H", "H", "H", "H"],
  "positions_angstrom": [[0.1112, 0.7528, 1.5689], [-0.1183, 5.0895, -1.7629], [0.7915, 4.9703, -0.5342], [2.2345, 5.3307, -0.9078], [0.2914, 5.9046, 0.5735], [0.7263, 3.5931, -0.0442], [0.6227, 2.4482, 0.3502], [-0.0976, 6.1095, -2.1403], [-1.1437, 4.8423, -1.4977], [0.2095, 4.4193, -2.5554], [2.2737, 6.3558, -1.2709], [2.6070, 4.6754, -1.6938], [2.8839, 5.2542, -0.0380], [0.2697, 6.9275, 0.2071], [0.9438, 5.8598, 1.4417], [-0.7130, 5.6273, 0.8818], [5.3350, -1.0763, 0.5774], [4.8485, 0.2665, 0.7104], [5.6365, 1.4154, 0.2911], [4.6357, 2.5746, 0.4113], [3.6091, 1.9986, 1.2608], [3.7176, 0.6612, 1.2838], [2.6027, -0.3605, 2.0246], [6.2984, -1.1793, 1.0793], [5.4549, -1.3218, -0.4809], [4.6193, -1.7589, 1.0315], [6.0177, 1.2772, -0.7210], [6.4864, 1.5485, 0.9710], [4.2040, 2.8540, -0.5551], [5.0773, 3.4568, 0.8724], [2.7230, 2.4793, 1.4111], [0.1390, 0.1613, 3.6163], [-0.3701, 1.6682, 4.2940], [0.6140, 1.4944, 5.4919], [-0.8660, 3.1050, 4.6400], [-1.5740, 0.9035, 4.9475], [-1.2990, 1.7246, 2.7915], [0.8518, 2.2849, 3.3199], [0.8291, -1.3108, -0.6624], [-0.3721, -1.3930, -1.8332], [-0.1576, -2.1930, -2.9237], [-1.0431, -2.2752, -3.9236], [-2.1596, -1.4618, -3.8788], [-2.3463, -0.7053, -2.7243], [-1.4810, -0.6703, -1.7291], [0.6646, -2.7894, -2.9084], [-0.7972, -2.8881, -4.7748], [-2.8735, -1.4636, -4.6803], [-3.2220, -0.0809, -2.5981], [-2.1298, -4.1694, -3.2674], [-2.3971, -5.5874, -3.0408], [-3.1964, -6.2232, -4.0416], [-1.3108, -6.3260, -2.4490], [-3.4815, -5.4603, -1.5167], [-4.4893, -6.2406, -1.2812], [-5.1536, -6.0168, -0.1518], [-4.7999, -4.9788, 0.7067], [-3.6698, -4.2447, 0.3622], [-3.0021, -4.5198, -0.7633], [-3.0368, -3.1101, 1.0611], [-3.6092, -1.8446, 1.1069], [-2.8038, -0.7696, 1.4401], [-1.5128, -0.8915, 1.7549], [-1.0007, -2.1297, 1.8413], [-1.7124, -3.2537, 1.4725], [-5.9736, -6.6880, 0.0677], [-5.3633, -4.7738, 1.6039], [-4.6354, -1.6821, 0.8213], [-3.2100, 0.2363, 1.4338], [0.0323, -2.2093, 2.1839], [-1.2397, -4.2232, 1.4452]],
  "forces_ev_per_a": [[0.76, -0.30, 0.19], [0.02, -0.03, 0.02], [-0.01, 0.16, -0.05], [-0.10, -0.06, 0.00], [0.00, -0.05, -0.03], [0.05, 0.24, -0.20], [-0.26, -0.95, 0.24], [0.02, 0.10, -0.03], [-0.09, -0.02, -0.02], [0.01, -0.04, -0.06], [0.00, 0.08, -0.02], [0.05, -0.04, -0.04], [0.10, -0.01, 0.06], [0.02, 0.14, -0.04], [0.05, 0.00, 0.11], [-0.10, -0.01, 0.05], [0.08, -0.35, 0.01], [-0.30, 0.38, -0.05], [0.31, 0.31, 0.05], [0.15, 0.22, -0.26], [0.04, -0.17, 0.07], [-0.04, 0.70, -0.08], [-1.09, -0.32, 0.11], [-0.01, -0.03, -0.01], [0.03, -0.03, 0.08], [0.08, 0.00, -0.05], [-0.03, 0.01, 0.04], [-0.06, -0.05, -0.10], [0.09, 0.00, 0.03], [0.00, -0.04, -0.07], [0.22, -0.35, -0.05], [-0.01, 0.28, 0.48], [0.38, 0.10, -0.12], [-0.30, 0.02, -0.23], [0.01, -0.33, 0.00], [0.23, 0.33, -0.07], [0.16, 0.12, 0.19], [-0.67, -0.49, 0.18], [0.51, 0.18, 0.61], [-0.65, -0.07, -0.50], [-0.32, 0.09, -0.13], [0.64, -0.42, 0.01], [-0.31, 0.42, 0.69], [-0.48, -0.11, -0.81], [0.64, 0.03, 0.55], [-0.12, -0.05, -0.12], [0.04, -0.10, 0.08], [-0.11, -0.04, -0.15], [-0.07, -0.05, -0.09], [0.69, 1.14, -0.68], [-2.07, -1.43, 2.07], [0.22, 0.02, -0.58], [0.85, 0.10, -0.53], [1.49, 0.02, -2.35], [-1.15, -0.89, 0.18], [0.34, 0.22, -0.03], [0.10, 0.31, 0.24], [-0.38, -0.79, -0.60], [0.12, 1.40, 1.78], [0.11, 0.34, 0.11], [0.25, -0.19, 0.18], [-0.15, 0.26, -0.01], [0.13, 0.11, -0.32], [0.09, -0.25, -0.12], [0.06, 0.24, 0.12], [-0.09, 0.06, 0.05], [-0.03, -0.01, 0.09], [-0.13, 0.01, -0.03], [0.08, 0.00, -0.04], [-0.15, -0.01, -0.09], [0.05, -0.06, 0.07]]
}


{
  "formula": "C16H22N2O3S",
  "method": "ωB97M-V with the def2-TZVPD basis set",
  "homo_energy_ev": -8.04,
  "orbital_gap_ha": 0.3218,
  "de_lowest_ev": 2.057,
  "energy_ev": -36906.7508,
  "smiles": "CCOC(=O)[C@]1(N(CC)CC)Sc2cc(C)ccc2NC1=O",
  "symbols": ["C", "C", "O", "C", "O", "C", "N", "C", "C", "C", "C", "S", "C", "C", "C", "C", "C", "C", "C", "N", "C", "O", "H", "H", "H", "H", "H", "H", "H", "H", "H", "H", "H", "H", "H", "H", "H", "H", "H", "H", "H", "H", "H", "H"],
  "positions_angstrom": [[0.6796, 4.6179, -0.0134], [1.3267, 3.2571, -0.1300], [0.4100, 2.2659, 0.3246], [0.8265, 0.9649, 0.2027], [1.8190, 0.6550, -0.4560], [-0.0499, -0.1455, 0.8429], [0.3115, -0.4646, 2.3024], [0.8625, 0.5709, 3.1946], [2.4033, 0.6397, 3.0122], [-0.5899, -1.4680, 2.9485], [0.2277, -2.5887, 3.6059], [0.1901, -1.8031, -0.0297], [-0.5965, -1.4555, -1.6031], [-0.1548, -2.1808, -2.7320], [-0.8365, -1.9991, -3.9405], [-0.3703, -2.7100, -5.1846], [-1.9088, -1.1065, -4.0241], [-2.3336, -0.3722, -2.9009], [-1.6380, -0.4876, -1.7064], [-2.0651, 0.3137, -0.6545], [-1.4633, 0.3779, 0.5874], [-2.0952, 0.9500, 1.4438], [0.4183, 4.9035, 1.0031], [1.3717, 5.4066, -0.3978], [-0.2130, 4.6400, -0.6297], [1.6601, 3.1173, -1.1682], [2.2501, 3.2688, 0.4488], [0.3908, 1.5322, 2.9689], [0.6450, 0.2989, 4.2224], [2.7255, 0.8215, 1.9898], [2.8297, 1.4190, 3.6423], [2.8625, -0.2836, 3.3203], [-1.3374, -1.8510, 2.2634], [-1.1093, -0.9702, 3.7590], [0.8435, -3.1219, 2.8623], [-0.4176, -3.3226, 4.1019], [0.8833, -2.1789, 4.3810], [0.6284, -2.9292, -2.6557], [-0.9002, -3.6485, -5.3263], [0.7035, -2.9556, -5.1603], [-0.5632, -2.0774, -6.0382], [-2.4698, -0.9782, -4.9550], [-3.2015, 0.2846, -3.0197], [-2.9556, 0.7936, -0.7017]],
  "forces_ev_per_a": [[0.24, 0.60, -0.38], [0.84, 1.04, -0.49], [0.06, -1.78, 0.48], [2.74, -0.25, -1.71], [-1.81, 0.94, 1.40], [0.27, -0.44, 1.16], [-1.15, -0.44, -1.96], [0.77, -0.03, -1.48], [-0.55, 0.46, 0.37], [0.92, 0.55, 0.52], [0.09, -0.21, -0.45], [-0.42, 1.39, -0.08], [0.23, 0.31, 0.16], [-1.50, 0.82, 0.42], [0.38, 0.13, -0.21], [0.31, -0.23, 0.25], [-0.36, 0.17, 0.80], [0.48, -0.58, -1.33], [0.09, -0.78, -0.68], [1.44, -0.82, 0.71], [-1.78, 0.34, 0.28], [0.25, 0.15, 1.01], [-0.04, -0.21, 0.10], [-0.41, -0.70, 0.22], [-0.23, 0.13, -0.02], [-0.44, -0.45, 0.21], [-0.06, -0.50, 0.32], [0.05, 0.06, 0.24], [-0.19, -0.06, 0.04], [-0.21, 0.06, -0.11], [-0.02, 0.20, 0.04], [0.05, -0.54, 0.10], [0.09, -0.01, -0.20], [-0.48, 0.26, 0.06], [-0.18, 0.23, 0.28], [-0.05, 0.14, -0.13], [0.03, 0.00, -0.18], [0.04, 0.28, 0.09], [-0.14, -0.13, -0.06], [-0.37, 0.21, 0.07], [0.03, 0.06, -0.38], [0.36, -0.13, 0.23], [0.41, -0.08, 0.28], [0.21, -0.15, 0.00]]
}


{
  "formula": "C43H70Cl2NO6P2PtSbTe",
  "method": "ωB97M-V with the def2-TZVPD basis set",
  "homo_energy_ev": [-6.08, -6.08],
  "orbital_gap_ha": [0.2243, 0.2243],
  "energy_ev": -120206.4445,
  "symbols": ["Pt", "C", "C", "C", "O", "P", "O", "C", "P", "O", "O", "C", "C", "C", "O", "C", "C", "C", "O", "C", "C", "C", "H", "H", "H", "H", "H", "H", "H", "H", "H", "H", "H", "H", "H", "H", "H", "H", "H", "H", "H", "H", "H", "H", "H", "H", "H", "H", "H", "H", "H", "H", "Cl", "C", "C", "C", "C", "C", "Cl", "C", "N", "H", "H", "H", "Te", "C", "C", "C", "C", "C", "C", "C", "C", "C", "C", "C", "C", "H", "H", "H", "H", "H", "H", "H", "H", "H", "H", "C", "C", "C", "C", "Sb", "C", "C", "C", "C", "C", "C", "C", "C", "H", "H", "H", "H", "H", "H", "H", "H", "H", "H", "H", "H", "H", "H", "H", "H", "H", "H", "H", "H", "H", "H", "H", "H", "H", "H", "H"],
  "positions_angstrom": [[-1.3860, -0.0108, -0.9391], [0.8972, -3.0859, 5.6503], [1.5117, -1.7279, 5.3734], [1.6022, -0.8817, 6.6265], [0.7629, -0.9417, 4.4220], [0.4679, -1.2496, 2.8760], [-0.0934, -0.0620, 2.2356], [2.0039, -1.8525, 2.1408], [2.7925, -0.6835, 1.0259], [1.9434, -0.2567, -0.0871], [3.2981, 0.5699, 1.8449], [4.3238, 0.7963, 2.8380], [4.8469, -0.4498, 3.5294], [3.7266, 1.7790, 3.8246], [4.0884, -1.5160, 0.5944], [4.7539, -1.1251, -0.6475], [4.2763, -2.0395, -1.7527], [6.2420, -1.2090, -0.3906], [-0.3766, -2.5824, 2.8369], [-1.7093, -2.7702, 3.4013], [-2.1017, -4.1815, 3.0272], [-2.6774, -1.7216, 2.9007], [1.5320, -3.6242, 6.3565], [0.8033, -3.6871, 4.7465], [-0.0885, -2.9737, 6.1046], [2.5167, -1.8666, 4.9682], [0.6044, -0.7106, 7.0333], [2.0551, 0.0851, 6.4079], [2.2030, -1.3891, 7.3831], [1.7489, -2.7145, 1.5181], [2.7031, -2.2024, 2.9018], [5.1443, 1.2709, 2.2954], [4.1127, -0.8513, 4.2293], [5.7292, -0.1736, 4.1098], [5.1349, -1.2261, 2.8235], [2.8497, 1.3330, 4.2990], [3.4125, 2.6907, 3.3166], [4.4554, 2.0357, 4.5962], [4.4676, -0.0955, -0.8742], [4.4901, -3.0803, -1.4977], [4.7841, -1.8000, -2.6893], [3.2029, -1.9196, -1.8969], [6.5260, -2.2278, -0.1205], [6.5346, -0.5378, 0.4185], [6.7935, -0.9248, -1.2885], [-1.5969, -2.6914, 4.4837], [-2.1797, -4.2784, 1.9426], [-3.0698, -4.4257, 3.4682], [-1.3611, -4.8965, 3.3908], [-2.6876, -1.6935, 1.8100], [-2.4234, -0.7294, 3.2747], [-3.6788, -1.9780, 3.2549], [0.6504, -3.1484, -0.7890], [-0.9383, -3.8658, -0.7277], [-1.0292, -5.2387, -0.8220], [-2.2551, -5.8738, -0.6766], [-3.3851, -5.0986, -0.4376], [-3.2954, -3.7266, -0.3875], [-4.7454, -2.8001, -0.1232], [-2.0690, -3.0090, -0.5525], [-2.0409, -1.6901, -0.5402], [-0.1231, -5.8082, -0.9842], [-2.3297, -6.9509, -0.7420], [-4.3570, -5.5593, -0.3084], [0.2871, -0.4839, -2.7440], [-0.0053, 0.7770, -4.4189], [1.0709, 1.5735, -4.7999], [0.9562, 2.4276, -5.8895], [-0.2302, 2.4783, -6.6060], [-1.2971, 1.6684, -6.2386], [-1.1866, 0.8162, -5.1488], [-0.6341, -2.1313, -3.7044], [-2.0083, -2.3318, -3.6656], [-2.5603, -3.4375, -4.3014], [-1.7435, -4.3376, -4.9708], [-0.3705, -4.1339, -5.0086], [0.1851, -3.0305, -4.3763], [2.0038, 1.5286, -4.2485], [1.7952, 3.0484, -6.1790], [-0.3241, 3.1465, -7.4534], [-2.2203, 1.6992, -6.8045], [-2.0204, 0.1801, -4.8762], [-2.6403, -1.6562, -3.0992], [-3.6310, -3.5990, -4.2542], [-2.1756, -5.2055, -5.4543], [0.2708, -4.8398, -5.5225], [1.2595, -2.8850, -4.3927], [-4.1013, 2.5902, 0.7582], [-2.6813, 3.0093, 1.1547], [-2.2301, 2.1211, 2.3150], [-2.6681, 4.4673, 1.6118], [-1.4523, 2.5732, -0.6087], [0.4775, 3.5296, -0.2707], [1.4364, 2.9915, -1.3314], [0.9577, 3.0703, 1.1078], [0.4311, 5.0541, -0.3197], [-2.4276, 3.6776, -2.2315], [-1.3875, 3.9850, -3.3094], [-3.0914, 4.9929, -1.8248], [-3.4768, 2.7239, -2.8076], [-4.7539, 2.6593, 1.6362], [-4.1382, 1.5561, 0.4011], [-4.5253, 3.2340, -0.0136], [-3.0085, 2.1486, 3.0877], [-1.3077, 2.4832, 2.7722], [-2.0640, 1.0838, 2.0204], [-3.2980, 4.5510, 2.5068], [-3.0579, 5.1663, 0.8713], [-1.6652, 4.7899, 1.8993], [1.4997, 1.9006, -1.2816], [2.4416, 3.3799, -1.1228], [1.1618, 3.3041, -2.3442], [0.9301, 1.9832, 1.2127], [0.3636, 3.5107, 1.9126], [1.9960, 3.3988, 1.2454], [0.0544, 5.4410, -1.2690], [1.4468, 5.4479, -0.1865], [-0.1849, 5.4674, 0.4804], [-0.6902, 4.7650, -2.9956], [-1.9029, 4.3480, -4.2065], [-0.8103, 3.1084, -3.6021], [-2.3938, 5.6811, -1.3412], [-3.9464, 4.8457, -1.1635], [-3.4647, 5.4862, -2.7307], [-3.0357, 1.7687, -3.0968], [-3.9361, 3.1782, -3.6942], [-4.2712, 2.5096, -2.0898]],
  "forces_ev_per_a": [[-0.04, 0.36, -0.13], [-0.03, -0.05, 0.00], [-0.03, 0.05, -0.05], [0.00, 0.02, 0.02], [-0.01, -0.03, -0.01], [0.03, -0.14, 0.13], [0.04, 0.11, 0.10], [0.17, -0.10, 0.05], [0.03, -0.14, 0.11], [0.15, 0.15, -0.21], [-0.10, -0.03, 0.10], [-0.01, 0.03, -0.03], [-0.02, -0.02, 0.00], [0.00, 0.05, 0.01], [-0.04, 0.15, -0.03], [0.02, -0.07, 0.12], [-0.01, -0.05, -0.01], [0.04, 0.03, -0.02], [0.06, -0.04, -0.06], [0.06, 0.04, -0.05], [-0.01, -0.04, -0.02], [-0.13, -0.03, 0.04], [0.00, 0.01, -0.01], [0.00, 0.02, 0.01], [0.00, 0.01, -0.02], [0.04, -0.06, -0.02], [0.01, 0.00, -0.02], [0.00, 0.00, 0.00], [0.00, 0.01, -0.02], [-0.04, 0.08, 0.04], [0.02, 0.04, -0.01], [0.04, -0.01, -0.02], [-0.02, 0.02, -0.03], [-0.02, 0.00, -0.01], [0.02, 0.00, -0.03], [0.00, 0.00, -0.01], [0.00, -0.03, 0.02], [-0.01, -0.01, -0.03], [0.01, 0.03, -0.02], [-0.01, 0.04, 0.00], [-0.01, 0.01, 0.02], [-0.01, -0.02, -0.01], [-0.02, 0.01, 0.00], [0.00, -0.02, -0.01], [-0.01, -0.01, 0.02], [-0.03, 0.02, 0.07], [0.02, 0.00, 0.07], [0.02, 0.01, -0.01], [-0.02, 0.01, -0.01], [0.02, 0.03, 0.06], [0.01, -0.05, -0.02], [0.01, 0.01, -0.02], [-0.06, -0.03, -0.09], [-0.13, 0.06, 0.03], [-0.07, -0.03, 0.04], [0.02, -0.02, -0.01], [-0.01, -0.04, -0.02], [0.09, 0.11, -0.02], [0.01, 0.01, -0.01], [0.09, -0.17, -0.15], [-0.30, -0.23, 0.26], [-0.01, -0.01, 0.00], [0.01, 0.03, 0.01], [0.04, 0.01, 0.00], [0.17, -0.05, 0.07], [0.06, 0.10, -0.02], [-0.05, -0.01, -0.01], [0.00, 0.01, 0.01], [-0.01, 0.03, 0.00], [-0.01, -0.03, -0.01], [-0.04, 0.02, -0.02], [-0.07, 0.03, -0.04], [0.00, -0.04, 0.04], [-0.01, 0.03, 0.01], [-0.01, 0.00, 0.00], [0.00, -0.01, 0.00], [0.01, -0.02, 0.00], [-0.02, 0.01, 0.01], [-0.01, -0.01, 0.01], [0.01, -0.03, 0.02], [0.01, 0.00, 0.02], [0.01, 0.02, 0.03], [0.03, -0.02, -0.02], [0.04, -0.01, 0.00], [0.01, 0.02, 0.01], [-0.01, 0.02, 0.01], [-0.01, 0.01, 0.00], [-0.02, 0.02, 0.03], [-0.14, -0.03, -0.07], [0.03, 0.08, -0.04], [0.02, -0.04, 0.06], [0.09, -0.13, 0.00], [-0.05, 0.06, 0.05], [0.04, 0.01, -0.01], [-0.01, -0.01, -0.04], [-0.02, 0.05, -0.02], [0.00, 0.07, -0.04], [0.03, 0.00, -0.01], [0.00, -0.03, 0.01], [-0.03, 0.03, 0.02], [0.01, 0.00, 0.00], [0.03, 0.02, 0.03], [0.00, -0.03, 0.02], [0.00, -0.02, 0.00], [0.00, -0.11, -0.06], [-0.04, 0.10, 0.00], [0.00, 0.02, -0.03], [0.04, -0.07, -0.01], [-0.03, -0.01, 0.00], [0.00, 0.04, -0.02], [-0.01, 0.01, -0.03], [0.00, -0.06, 0.09], [0.01, 0.01, 0.01], [0.03, 0.00, -0.05], [-0.01, -0.02, 0.00], [0.05, -0.03, 0.07], [-0.02, -0.01, 0.01], [0.00, 0.00, -0.03], [-0.04, -0.07, -0.04], [0.00, 0.01, 0.00], [-0.02, -0.04, -0.01], [-0.02, -0.03, -0.02], [0.06, 0.01, -0.01], [-0.01, 0.00, 0.02], [0.03, 0.00, -0.03], [0.01, -0.01, 0.01], [0.01, 0.00, -0.03]]
}